1.
A structure of composition C4FIO2 at a distorted geometry, computed with wB97M-V/def2-TZVPD.

Properties
**LUMO (spin up / spin down)**: -0.0794 / -0.0794 Ha
**Kohn-Sham gap (spin up / spin down)**: 6.5 / 6.5 eV
**HOMO energy (spin up / spin down)**: -8.63 / -8.63 eV
**Energy above the lowest of the compared OMol25 structures with the same formula, charge and spin**: 0.0 kJ/mol

Positions of all 8 atoms, in Å:
C1 -0.787 -1.508 0.476
C2 0.045 0.740 0.028
O1 1.558 -1.140 -0.021
O2 1.349 2.844 -0.216
F1 -1.200 -2.463 -0.385
I1 -2.133 0.353 0.010
C3 0.710 1.898 -0.009
C4 0.457 -0.724 0.116

Atomic partial charges in e from the Mulliken method, atoms 1 to 6:
1. C -0.06
2. C -0.44
3. O -0.51
4. O -0.30
5. F -0.15
6. I 0.23

***

2.
An isolated molecule of C6H5N3 at a distorted geometry, computed with wB97M-V/def2-TZVPD.

Properties
**LUMO**: 0.0238 Ha
**Kohn-Sham gap**: 9.6 eV
**HOMO energy**: -8.97 eV
**Energy above the lowest of the compared OMol25 structures with the same formula, charge and spin**: 314.7 kJ/mol

Positions of all 14 atoms, in Å:
H1 0.654 -2.509 -1.607
N1 -2.204 2.352 2.280
N2 -1.216 2.095 1.658
H2 -1.658 -1.996 -0.657
C1 -0.954 -0.202 0.218
H3 2.605 -0.501 -1.397
C2 0.435 -1.538 -1.141
H4 2.206 1.240 -0.173
C3 0.017 0.688 0.409
C4 -0.728 -1.327 -0.516
C5 1.296 0.491 -0.183
H5 -1.783 -0.116 0.901
N3 -0.101 1.935 1.198
C6 1.432 -0.613 -0.991

Atomic partial charges in e from the Mulliken method, atoms 1 to 6:
1. H 0.34
2. N -0.47
3. N 0.67
4. H 0.25
5. C -0.50
6. H 0.12

***

3.
A cluster of 12 separate species, C58H72O8S2 in total at a distorted geometry, computed with wB97M-V/def2-TZVPD.

Properties
**LUMO**: 0.0087 Ha
**Kohn-Sham gap**: 9.1 eV
**HOMO energy**: -8.87 eV

Positions of all 140 atoms, in Å:
H1 16.769 -3.679 17.070
C1 19.429 -0.897 13.665
H2 17.072 0.888 14.681
H3 15.730 9.871 14.339
S1 13.671 7.806 14.922
H4 13.889 5.354 15.304
H5 20.654 -0.591 9.969
H6 16.847 11.207 14.367
C2 17.899 9.329 14.414
H7 11.851 2.814 14.910
H8 20.064 0.457 16.445
C3 23.508 0.011 18.286
H9 13.387 1.533 11.281
H10 23.756 -1.776 17.224
H11 17.492 0.048 17.149
H12 20.230 -2.770 10.941
C4 17.882 8.332 15.428
H13 19.259 3.751 21.559
H14 15.617 2.047 22.155
C5 17.295 1.955 17.918
C6 14.336 4.639 20.242
H15 15.075 3.889 19.959
C7 17.372 1.079 16.851
C8 13.254 0.452 16.886
H16 16.792 -4.843 18.362
C9 20.585 5.692 19.124
H17 12.419 -0.250 18.652
C10 16.953 1.460 15.589
H18 16.557 3.080 14.324
O1 14.870 7.744 14.016
H19 21.040 3.262 13.782
C11 18.338 5.557 20.640
H20 13.393 4.175 19.953
H21 21.480 5.714 18.521
C12 20.452 4.651 19.988
H22 12.551 6.265 13.483
C13 15.797 1.053 21.746
C14 21.181 4.873 12.129
H23 17.846 5.870 13.737
C15 10.986 1.995 16.626
H24 15.980 4.803 12.029
C16 19.240 -3.713 19.028
H25 17.523 7.356 15.102
H26 12.724 1.708 21.999
C17 23.054 -0.965 17.354
H27 22.163 4.641 11.744
C18 18.732 5.554 13.207
C19 16.650 2.772 15.355
C20 15.404 4.132 11.410
O2 13.986 4.111 22.580
C21 14.037 2.541 9.554
H28 10.125 2.622 16.447
H29 17.027 -1.814 18.681
C22 21.803 -0.831 16.693
H30 18.941 3.965 14.508
H31 13.344 2.038 8.896
C23 14.677 3.105 11.864
H32 14.486 2.947 12.916
C24 17.112 -2.795 19.147
H33 14.952 3.806 8.082
S2 14.480 0.803 20.529
H34 16.186 5.041 9.614
H35 14.469 6.346 16.713
H36 18.859 8.094 15.849
H37 18.824 7.239 11.806
H38 19.451 -3.017 13.348
C25 19.280 6.346 12.208
C26 21.013 0.307 16.938
C27 12.263 7.175 14.009
C28 15.567 4.278 10.061
C29 13.750 6.257 15.899
O3 18.574 -4.008 17.874
C30 20.136 0.482 11.784
H39 11.433 6.961 14.682
H40 19.748 7.550 18.298
H41 12.853 6.110 16.501
C31 19.389 4.450 13.653
C32 22.728 1.156 18.476
H42 18.757 9.991 14.528
O4 14.663 -0.561 19.864
O5 16.933 8.675 17.693
C33 14.027 2.337 10.950
H43 17.485 5.723 21.281
O6 20.397 -3.842 19.228
H44 21.249 3.924 20.042
C34 21.508 1.195 17.867
C35 14.353 4.875 21.740
C36 19.316 4.547 20.830
H45 10.275 0.996 18.282
H46 17.405 4.054 18.356
C37 13.159 1.336 15.832
C38 12.217 0.399 17.813
H47 18.230 -3.798 20.869
H48 20.867 2.049 18.029
C39 11.953 2.136 15.744
O7 14.477 6.194 22.095
H49 17.905 7.404 19.716
C40 20.508 5.964 11.641
C41 17.009 9.065 16.512
C42 20.424 -0.684 11.020
H50 24.459 -0.173 18.762
O8 16.529 10.169 16.060
C43 11.114 1.115 17.612
H51 22.981 1.924 19.192
H52 18.766 -2.130 20.300
H53 14.041 1.291 15.211
H54 15.780 7.488 21.084
C44 16.710 10.179 14.703
H55 20.279 1.488 11.419
C45 18.300 -3.083 20.049
H56 13.000 0.035 22.295
H57 14.117 -0.171 17.068
C46 19.648 6.695 18.950
C47 17.039 3.329 17.645
H58 13.969 6.455 18.985
H59 16.789 1.009 21.297
H60 11.829 7.939 13.364
H61 21.583 -1.651 16.025
C48 14.807 7.004 20.998
C49 19.667 -2.053 12.912
C50 12.916 0.764 21.489
H62 12.083 0.390 20.893
H63 19.301 1.178 13.632
H64 14.052 7.775 21.158
C51 14.896 3.530 9.124
H65 15.658 5.932 19.391
H66 17.582 1.653 18.915
C52 19.697 0.318 13.112
H67 16.525 4.802 16.214
C53 17.122 -3.841 18.088
C54 20.201 -1.918 11.605
C55 18.548 6.538 19.674
C56 14.628 6.022 19.737
C57 16.723 3.750 16.351
C58 20.619 4.065 13.195
H68 20.965 6.383 10.757
H69 16.211 -2.729 19.757
H70 15.712 0.252 22.480
H71 19.137 -0.935 14.704
H72 17.928 9.149 13.339

Atomic partial charges in e from the Mulliken method, atoms 1 to 6:
1. H 0.30
2. C -0.43
3. H 0.59
4. H 0.10
5. S 0.49
6. H 0.32

***

Number 1: calculated total energy -19055.489 eV. Number 2: calculated total energy -10769.965 eV. Number 3: calculated total energy -99358.780 eV.